Entry from the OMol25 dataset: a molecular structure, CH2Cl2O3S (ωB97M-V/def2-TZVPD).

```
9
CH2Cl2O3S ωB97M-V/def2-TZVPD
C 0.420 -0.345 1.250
O -1.372 0.918 -2.675
O -0.926 1.619 -0.427
O -0.223 -1.183 -0.869
S -0.388 1.025 -1.637
Cl 2.171 -0.446 0.479
Cl -0.216 -1.567 0.572
H 0.537 -0.613 2.385
H -0.003 0.590 0.920
```

Calculated values
- orbital gap (eV) = 9.88
- energy relative to the best compared isomer or geometry (same formula, charge and spin) (kcal per mole) = 58.40
- HOMO energy (Ha) = -0.379